[1]
# C37H40O2

A 2-piece molecular cluster, C37H40O2 overall (the ωB97M-V functional and the def2-TZVPD basis, the Open Molecules 2025 dataset).

Cartesian coordinates (Å):
C  7.068  -1.087  0.695
C  5.626  -0.680  0.784
C  4.673  -1.617  1.186
C  3.336  -1.277  1.369
C  2.432  -2.364  1.893
C  2.918  0.042  1.083
C  1.479  0.463  1.351
C  1.232  0.532  2.870
C  0.443  -0.405  0.578
C  0.338  -0.057  -0.838
C  -0.066  -0.921  -1.875
C  0.569  -0.832  -3.164
C  1.738  0.081  -3.381
C  0.108  -1.611  -4.214
C  -0.942  -2.526  -4.054
C  -1.404  -3.374  -5.200
C  -1.543  -2.640  -2.799
C  -1.128  -1.883  -1.711
C  -1.847  -2.035  -0.415
C  3.859  0.990  0.639
C  3.469  2.417  0.364
C  5.193  0.611  0.475
H  7.686  -0.259  0.340
H  7.454  -1.404  1.673
H  7.212  -1.938  0.016
H  4.993  -2.641  1.390
H  1.553  -1.988  2.417
H  2.096  -3.031  1.087
H  2.978  -3.002  2.602
H  1.320  1.483  0.976
H  1.853  1.337  3.286
H  0.184  0.760  3.091
H  1.515  -0.394  3.380
H  0.679  -1.473  0.655
H  -0.533  -0.267  1.069
H  0.635  0.966  -1.092
H  2.129  -0.057  -4.397
H  1.453  1.134  -3.256
H  2.563  -0.133  -2.687
H  0.580  -1.521  -5.195
H  -2.196  -4.050  -4.868
H  -1.813  -2.764  -6.013
H  -0.587  -3.967  -5.630
H  -2.379  -3.330  -2.666
H  -2.733  -2.667  -0.553
H  -1.230  -2.489  0.372
H  -2.193  -1.054  -0.065
H  4.362  2.969  0.052
H  2.727  2.495  -0.443
H  3.063  2.917  1.254
H  5.912  1.353  0.123
C  -6.301  -0.447  -2.163
C  -5.969  -0.451  -0.805
C  -4.783  0.154  -0.371
C  -3.892  0.745  -1.282
C  -2.549  1.344  -0.904
C  -2.205  1.340  0.492
C  -1.406  2.358  1.100
C  -1.542  2.522  2.602
C  -2.464  1.815  3.400
C  -2.443  1.929  4.795
C  -1.519  2.773  5.419
C  -0.667  3.562  4.633
C  -0.692  3.449  3.243
O  -0.580  3.063  0.484
O  -1.809  1.764  -1.812
C  -4.273  0.795  -2.638
C  -5.459  0.207  -3.075
H  -7.227  -0.912  -2.502
H  -6.632  -0.912  -0.070
H  -4.558  0.195  0.696
H  -2.621  0.566  1.138
H  -3.228  1.198  2.926
H  -3.154  1.353  5.387
H  -1.489  2.846  6.506
H  0.028  4.263  5.096
H  -0.055  4.088  2.628
H  -3.627  1.319  -3.344
H  -5.721  0.261  -4.132

Cartesian forces (eV/Å) of the 2 atoms listed first:
C 0.3 0.0 -0.1
C -0.4 0.0 -0.2

Energy above the lowest of the compared OMol25 structures with the same formula, charge and spin ... 178.1 kJ/mol
E ... -1584.2996 Eh
Total charge ... 0
HOMO-LUMO gap ... 0.167 Eh
HOMO energy ... -6.8 eV

Now the Mulliken charges, all in e: -1.51 0.73 -0.80 1.21 -2.30 0.25 0.60 -1.51 -0.33 -0.13 0.59 0.76 -1.54 -1.07 0.73 -1.51 -1.16 1.15 -1.40 0.90 -1.38 -1.10 0.36 0.32 0.34 0.42 0.33 0.36 0.51 0.06 0.39 0.18 0.36 0.16 0.38 0.35 0.43 0.35 0.27 0.41 0.37 0.34 0.36 0.31 0.45 0.32 0.13 0.43 0.25 0.27 0.28 -0.39 -0.89 0.18 0.21 0.21 0.13 0.70 -0.29 0.16 -0.77 -0.40 -0.64 -0.11 -0.83 -0.81 -0.55 -0.64 0.40 0.39 0.35 0.22 0.37 0.39 0.39 0.37 0.42 0.43 0.38

[2]
# C37H40OOsP2

C37H40OOsP2 as an isolated structure (the ωB97M-V functional and the def2-TZVPD basis, the Open Molecules 2025 dataset).

Cartesian coordinates (Å):
Os  0.797  -0.590  5.061
C  2.431  0.273  6.154
C  2.320  0.884  4.854
C  3.277  0.551  3.708
C  2.921  -0.729  2.902
C  1.944  -1.641  3.619
C  2.218  -2.181  4.918
C  3.533  -1.959  5.661
C  3.557  -0.683  6.529
C  -0.562  -2.031  5.589
H  2.060  0.849  7.004
H  1.878  1.894  4.813
H  4.311  0.442  4.086
H  3.288  1.419  3.038
H  2.460  -0.451  1.936
H  3.860  -1.251  2.645
H  1.311  -2.247  2.963
H  1.744  -3.143  5.137
H  4.354  -1.909  4.927
H  3.747  -2.817  6.313
H  3.474  -0.921  7.603
H  4.530  -0.171  6.431
H  -0.896  -1.935  6.640
H  -0.293  -3.085  5.386
H  -1.450  -1.779  4.965
P  -1.545  2.046  -2.890
P  -1.832  -1.117  -3.473
C  -0.277  1.149  -3.811
C  -0.467  -0.156  -4.161
C  -1.715  3.606  -3.846
C  -0.702  4.100  -4.690
C  -0.870  5.321  -5.356
C  -2.064  6.039  -5.214
C  -3.106  5.521  -4.432
C  -2.936  4.300  -3.771
C  -0.561  2.509  -1.397
C  -0.286  1.490  -0.465
C  0.467  1.780  0.676
C  0.926  3.083  0.902
C  0.608  4.100  -0.003
C  -0.147  3.820  -1.146
C  -2.292  -1.939  -5.081
C  -2.861  -1.122  -6.075
C  -3.074  -1.619  -7.361
C  -2.758  -2.954  -7.650
C  -2.264  -3.795  -6.647
C  -2.046  -3.291  -5.360
C  -1.010  -2.509  -2.598
C  -1.802  -3.283  -1.727
C  -1.258  -4.416  -1.114
C  0.081  -4.757  -1.327
C  0.886  -3.938  -2.130
C  0.352  -2.798  -2.744
H  0.680  1.669  -3.986
H  0.165  -0.671  -4.899
H  0.215  3.533  -4.835
H  -0.067  5.710  -5.991
H  -2.188  7.001  -5.718
H  -4.048  6.068  -4.341
H  -3.758  3.878  -3.188
H  -0.672  0.478  -0.637
H  0.682  0.995  1.394
H  1.525  3.300  1.790
H  0.940  5.118  0.177
H  -0.416  4.625  -1.842
H  -3.119  -0.082  -5.841
H  -3.489  -0.975  -8.136
H  -2.915  -3.346  -8.654
H  -2.049  -4.843  -6.854
H  -1.669  -3.954  -4.576
H  -2.835  -2.991  -1.537
H  -1.882  -5.024  -0.461
H  0.504  -5.643  -0.848
H  1.939  -4.178  -2.270
H  0.991  -2.136  -3.333
C  -0.392  0.384  7.830
C  -0.274  0.615  6.351
O  -0.838  1.522  5.738
H  0.572  0.449  8.344
H  -0.814  -0.598  8.047
H  -1.050  1.141  8.280

Cartesian forces (eV/Å) of the 2 atoms listed first:
Os -0.7 0.1 0.3
C 1.0 1.4 -0.6

Energy above the lowest of the compared OMol25 structures with the same formula, charge and spin ... 0.0 kJ/mol
E ... -2281.7306 Eh
Total charge ... +2
Spin multiplicity ... 5
HOMO-LUMO gap (spin up / spin down) ... 0.279 / 0.179 Eh
HOMO energy (spin up / spin down) ... -13.1 / -13.0 eV

Now the Mulliken charges, all in e: 0.94 -0.49 -0.71 -0.58 -0.96 -0.20 -0.75 -0.68 -1.34 -1.47 1.05 0.56 0.30 0.32 0.30 0.45 0.71 0.62 0.25 0.43 0.39 0.36 0.33 0.37 0.44 0.24 0.20 -0.50 -0.65 0.21 0.20 -0.66 -0.46 -0.61 -0.30 0.66 -0.80 -0.08 -0.57 -0.75 -0.46 0.43 -0.29 -0.64 -0.44 -0.62 -0.25 0.28 -0.39 -0.64 -0.52 -0.71 0.05 0.56 0.80 0.24 0.40 0.39 0.40 0.38 0.31 0.51 0.36 0.40 0.33 0.36 0.39 0.39 0.40 0.29 0.40 0.45 0.44 0.44 0.41 -0.88 0.69 -0.37 0.27 0.27 0.41

[3]
# C37H40OP2Ti

C37H40OP2Ti as an isolated structure (the ωB97M-V functional and the def2-TZVPD basis, the Open Molecules 2025 dataset).

Cartesian coordinates (Å):
Ti  0.432  0.079  -1.776
C  -1.645  -0.249  -0.382
C  -1.913  -0.478  -1.734
C  -2.720  0.526  -2.539
C  -1.999  1.813  -2.983
C  -0.616  2.052  -2.429
C  -0.343  2.234  -1.066
C  -1.389  2.290  0.008
C  -2.178  0.984  0.302
C  1.713  -0.975  -3.034
H  -1.427  -1.106  0.255
H  -1.987  -1.523  -2.058
H  -3.618  0.827  -1.974
H  -3.125  0.027  -3.433
H  -1.932  1.823  -4.086
H  -2.686  2.648  -2.757
H  0.093  2.489  -3.147
H  0.609  2.720  -0.819
H  -2.131  3.077  -0.212
H  -0.906  2.625  0.939
H  -2.184  0.810  1.390
H  -3.236  1.182  0.041
H  2.367  -1.624  -2.415
H  2.347  -0.269  -3.604
H  1.148  -1.613  -3.732
P  -0.048  -1.806  -8.478
P  1.596  0.517  -8.673
C  -0.921  -0.331  -9.073
C  -0.121  0.764  -9.191
C  -0.609  -3.040  -9.762
C  -1.714  -2.835  -10.606
C  -2.123  -3.841  -11.490
C  -1.423  -5.048  -11.563
C  -0.284  -5.228  -10.770
C  0.135  -4.232  -9.890
C  -1.000  -2.213  -6.985
C  -0.766  -1.422  -5.844
C  -1.497  -1.668  -4.695
C  -2.491  -2.656  -4.654
C  -2.686  -3.470  -5.779
C  -1.962  -3.229  -6.946
C  2.416  0.953  -10.314
C  2.239  0.121  -11.437
C  2.773  0.476  -12.680
C  3.473  1.680  -12.834
C  3.626  2.522  -11.730
C  3.112  2.156  -10.483
C  1.913  1.996  -7.644
C  3.149  2.061  -6.965
C  3.444  3.151  -6.149
C  2.516  4.192  -6.003
C  1.307  4.144  -6.698
C  0.994  3.045  -7.502
H  -1.993  -0.378  -9.292
H  -0.423  1.725  -9.609
H  -2.268  -1.897  -10.584
H  -3.000  -3.672  -12.122
H  -1.764  -5.840  -12.235
H  0.277  -6.158  -10.840
H  1.033  -4.365  -9.291
H  -0.028  -0.617  -5.850
H  -1.282  -1.069  -3.807
H  -3.108  -2.777  -3.761
H  -3.405  -4.292  -5.740
H  -2.148  -3.828  -7.833
H  1.668  -0.813  -11.347
H  2.642  -0.178  -13.543
H  3.874  1.968  -13.810
H  4.143  3.472  -11.838
H  3.246  2.829  -9.632
H  3.878  1.257  -7.089
H  4.401  3.196  -5.630
H  2.744  5.040  -5.354
H  0.596  4.970  -6.615
H  0.036  3.016  -8.020
C  0.838  -0.502  1.601
C  0.901  -0.258  0.140
O  1.844  0.394  -0.480
H  0.740  -1.577  1.789
H  -0.064  -0.030  2.001
H  1.684  -0.114  2.182

Cartesian forces (eV/Å) of the 2 atoms listed first:
Ti -0.3 0.3 0.1
C -1.2 -0.6 -1.2

E ... -3041.1008 Eh
Total charge ... 0
Spin multiplicity ... 3
HOMO-LUMO gap (spin up / spin down) ... 0.241 / 0.253 Eh
HOMO energy (spin up / spin down) ... -6.1 / -7.1 eV

Now the Mulliken charges, all in e: 0.41 0.05 -0.75 -0.64 -0.99 -0.65 -0.15 -0.79 -1.25 -1.15 0.74 0.39 0.58 0.38 0.39 0.36 0.56 0.47 0.41 0.32 0.41 0.40 0.35 0.31 0.26 0.29 0.13 -0.54 -0.73 0.55 -0.11 -0.58 -0.47 -0.57 -0.44 0.94 -0.89 -0.08 -0.42 -1.02 -0.54 0.28 -0.18 -0.65 -0.42 -0.69 -0.34 0.66 -0.42 -0.69 -0.46 -0.74 -0.12 0.65 0.71 0.19 0.37 0.36 0.37 0.40 0.46 -0.08 0.37 0.36 0.33 0.30 0.38 0.35 0.38 0.28 0.41 0.41 0.39 0.39 0.26 -1.12 0.63 -0.59 0.32 0.22 0.37

[4]
# C37H41BrFNO9S

A 3-piece molecular cluster, C37H41BrFNO9S overall (the ωB97M-V functional and the def2-TZVPD basis, the Open Molecules 2025 dataset).

Cartesian coordinates (Å):
C  -2.457  -4.801  6.926
C  -1.988  -3.832  5.772
C  -3.001  -2.659  5.471
F  -2.772  -1.528  6.308
C  -2.847  -2.287  3.960
C  -1.885  -1.281  3.519
C  -1.835  -0.968  2.084
Br  -0.509  0.391  1.575
C  -2.691  -1.608  1.071
C  -2.683  -1.281  -0.453
C  -2.786  0.259  -0.831
C  -3.664  1.137  0.138
C  -3.279  2.682  -0.159
C  -2.792  3.375  1.178
C  -1.772  4.560  0.960
C  -0.412  4.118  0.274
C  0.872  4.347  1.180
C  1.883  3.128  1.154
O  1.957  2.584  2.489
C  2.928  1.534  2.545
C  -3.640  -2.664  1.516
C  -3.680  -2.959  2.971
S  -4.874  -4.271  3.450
C  -4.651  -5.448  2.060
C  -4.654  -6.902  2.245
C  -4.464  -7.778  1.078
C  -4.279  -7.168  -0.256
C  -4.280  -5.704  -0.415
C  -4.467  -4.803  0.735
N  -4.505  -3.357  0.577
H  -2.837  -4.200  7.799
H  -1.590  -5.458  7.201
H  -3.311  -5.412  6.512
H  -1.940  -4.442  4.822
H  -0.988  -3.352  5.944
H  -4.074  -2.949  5.646
H  -1.230  -0.797  4.281
H  -1.681  -1.638  -0.845
H  -3.443  -1.891  -1.014
H  -1.743  0.663  -0.973
H  -3.271  0.322  -1.851
H  -3.459  0.984  1.225
H  -4.768  1.075  -0.065
H  -2.451  2.719  -0.927
H  -4.184  3.197  -0.582
H  -3.713  3.834  1.650
H  -2.338  2.665  1.914
H  -2.283  5.413  0.422
H  -1.516  4.965  1.986
H  -0.462  3.018  0.027
H  -0.352  4.677  -0.706
H  1.450  5.229  0.768
H  0.591  4.646  2.231
H  1.509  2.381  0.398
H  2.928  3.438  0.881
H  3.933  2.013  2.329
H  2.709  0.682  1.847
H  2.959  1.105  3.584
H  -4.821  -7.354  3.250
H  -4.472  -8.889  1.130
H  -4.169  -7.865  -1.126
H  -4.165  -5.298  -1.452
H  -5.475  -3.091  0.814
C  5.257  1.742  -1.801
C  6.578  1.724  -1.995
C  7.361  2.985  -2.165
O  8.567  2.923  -2.322
C  6.633  4.254  -2.140
C  5.310  4.272  -1.949
C  4.533  3.012  -1.752
O  3.332  3.075  -1.563
O  4.617  5.428  -1.924
O  7.269  0.564  -2.048
H  4.682  0.839  -1.675
H  7.207  5.159  -2.281
H  3.687  5.171  -1.770
H  8.200  0.821  -2.195
C  2.411  0.650  -5.368
C  2.089  0.821  -6.654
C  3.138  0.943  -7.712
O  2.801  1.080  -8.874
C  4.540  0.898  -7.298
C  4.861  0.730  -6.011
C  3.812  0.581  -4.959
O  4.151  0.412  -3.801
O  6.145  0.687  -5.604
O  0.806  0.890  -7.056
H  1.662  0.558  -4.593
H  5.290  1.005  -8.069
H  6.109  0.556  -4.636
H  0.842  1.014  -8.025

Cartesian forces (eV/Å) of the 2 atoms listed first:
C 0.0 0.7 -0.6
C -0.7 0.0 -0.1

E ... -5238.3277 Eh
Total charge ... 0
SMILES string ... CC[C@@H](F)c1cc(Br)c(CCCCCCCCCOC)c2c1Sc1ccccc1N2.O=C1C=C(O)C(=O)C=C1O.O=C1C=C(O)C(=O)C=C1O
HOMO-LUMO gap ... 0.243 Eh
HOMO energy ... -8.3 eV

Now the Mulliken charges, all in e: -1.09 -0.28 -0.23 -0.36 -0.09 -0.95 0.71 -0.17 0.26 -1.13 -0.69 -0.38 -0.66 -0.52 -1.01 0.27 -0.87 0.05 -0.46 -0.61 -0.71 0.83 -0.29 0.77 -0.60 -0.40 -0.53 -0.44 0.10 -0.15 0.29 0.36 0.23 0.29 0.38 0.30 0.38 0.30 0.28 0.25 0.43 0.30 0.34 0.36 0.38 0.34 0.22 0.38 0.38 -0.37 0.34 0.20 0.39 0.23 0.18 0.29 0.21 0.25 0.34 0.34 0.33 0.35 0.39 -0.79 0.19 0.91 -0.63 -0.87 0.27 1.19 -0.63 -0.60 -0.59 0.42 0.44 0.34 0.36 -1.09 0.37 0.93 -0.61 -0.87 0.33 1.01 -0.53 -0.57 -0.56 0.53 0.43 0.26 0.35

[5]
# C37H41BrN4O2V

C37H41BrN4O2V as an isolated structure (the ωB97M-V functional and the def2-TZVPD basis, the Open Molecules 2025 dataset).

Cartesian coordinates (Å):
V  0.861  -1.870  0.658
Br  -5.035  -4.262  -3.056
C  -3.419  -4.022  -2.107
C  -2.259  -4.691  -2.523
C  -1.077  -4.520  -1.847
C  -0.979  -3.645  -0.744
O  0.176  -3.487  -0.153
C  -2.170  -3.006  -0.314
C  -2.197  -2.325  0.949
N  -1.152  -1.849  1.523
C  -1.165  -1.529  2.900
C  -2.197  -0.984  3.610
C  -2.074  -0.793  5.004
C  -0.935  -1.150  5.668
C  0.163  -1.688  4.955
C  1.395  -2.052  5.548
C  2.416  -2.509  4.767
C  2.232  -2.591  3.373
N  1.093  -2.286  2.795
C  0.049  -1.855  3.564
C  -3.382  -3.224  -0.997
H  -2.303  -5.353  -3.378
H  -0.183  -5.048  -2.153
H  -3.152  -2.313  1.479
H  -3.114  -0.695  3.112
H  -2.904  -0.365  5.549
H  -0.855  -1.016  6.739
H  1.516  -1.955  6.620
H  3.370  -2.788  5.192
H  3.036  -2.884  2.710
H  -4.287  -2.751  -0.637
C  1.087  5.204  2.021
C  -0.214  4.460  1.688
C  -0.860  5.116  0.468
C  -1.184  4.558  2.875
C  0.107  2.993  1.449
C  0.714  2.225  2.443
C  0.964  0.891  2.219
N  0.665  0.264  1.077
C  0.138  0.996  0.085
C  -0.165  2.341  0.254
C  -0.014  0.302  -1.216
C  -0.505  0.911  -2.356
C  -0.515  0.237  -3.577
C  0.013  -1.047  -3.583
C  0.462  -1.607  -2.402
N  0.434  -0.963  -1.237
C  -1.082  0.916  -4.816
C  -0.280  2.197  -5.094
C  -2.552  1.272  -4.553
C  -1.007  0.012  -6.045
H  0.871  6.258  2.197
H  1.801  5.136  1.198
H  1.563  4.808  2.919
H  -1.076  6.160  0.694
H  -1.804  4.636  0.201
H  -0.197  5.100  -0.400
H  -1.425  5.604  3.067
H  -0.751  4.142  3.786
H  -2.114  4.027  2.666
H  0.994  2.651  3.396
H  1.431  0.292  2.991
H  -0.603  2.888  -0.565
H  -0.885  1.920  -2.311
H  0.067  -1.634  -4.488
H  0.847  -2.617  -2.372
H  -0.342  2.906  -4.267
H  -0.676  2.690  -5.983
H  0.772  1.970  -5.271
H  -2.661  1.958  -3.711
H  -3.140  0.377  -4.342
H  -2.976  1.757  -5.433
H  0.022  -0.251  -6.294
H  -1.430  0.536  -6.902
H  -1.579  -0.908  -5.906
C  4.464  -0.231  0.576
C  3.547  -1.045  -0.323
C  4.325  -1.985  -1.227
O  2.664  -1.797  0.486
H  5.149  0.381  -0.012
H  5.053  -0.900  1.206
H  3.881  0.429  1.223
H  2.968  -0.354  -0.954
H  4.906  -2.686  -0.625
H  5.009  -1.428  -1.869
H  3.647  -2.560  -1.859

Cartesian forces (eV/Å) of the 2 atoms listed first:
V 0.0 0.2 0.0
Br 0.0 0.0 0.0

Energy above the lowest of the compared OMol25 structures with the same formula, charge and spin ... 32.7 kJ/mol
E ... -5322.0517 Eh
Total charge ... +1
Spin multiplicity ... 3
HOMO-LUMO gap (spin up / spin down) ... 0.255 / 0.268 Eh
HOMO energy (spin up / spin down) ... -10.0 / -10.4 eV

Now the Mulliken charges, all in e: -0.09 -0.17 -0.33 -0.42 -0.38 0.50 -0.73 0.12 -0.04 0.61 -0.18 -0.52 -1.04 -0.88 1.02 -0.72 -1.00 -0.17 0.40 0.31 -0.73 0.47 0.50 0.54 0.53 0.45 0.45 0.47 0.43 0.59 0.53 -1.59 1.99 -2.13 -1.58 0.21 -0.91 -1.34 0.85 0.00 -0.59 -0.16 -0.47 0.23 -0.92 -1.36 0.95 1.85 -1.55 -1.58 -2.14 0.46 0.38 0.33 0.42 0.43 0.45 0.46 0.34 0.37 0.56 0.70 0.66 0.63 0.58 0.84 0.31 0.46 0.37 0.31 0.38 0.46 0.41 0.43 0.43 -1.44 1.12 -1.47 -0.66 0.42 0.32 0.27 -0.03 0.34 0.41 0.29